Record 1
A molecular structure, C13H19N5O5SZr in a non-equilibrium geometry, computed with ωB97M-V/def2-TZVPD.

```
44
Properties=species:S:1:pos:R:3:mulliken_charge:R:1
Zr 0.5985 -0.1078 -0.1279 1.12
C 3.4708 1.0096 0.8556 -0.72
O 2.6077 0.8545 -0.2588 -0.24
C 2.4533 -0.5260 -0.8942 0.18
C 2.8310 -0.3529 -2.3432 -1.40
H 3.1885 1.9276 1.3744 0.22
H 4.5041 1.0861 0.5068 0.27
H 3.3931 0.1621 1.5434 0.31
H 3.9054 -0.3151 -2.5568 0.36
H 2.3970 0.5585 -2.7808 0.26
H 2.4124 -1.1977 -2.8979 0.34
C -0.5264 5.6742 -0.7807 -0.92
N -0.2733 4.4681 -0.0112 0.09
C -0.1936 4.4865 1.3456 0.28
C 0.0237 3.3696 2.0753 -1.22
C 0.1781 2.1485 1.3467 1.11
O 0.4197 1.0141 1.8742 -0.78
N 0.0826 2.1574 0.0024 0.00
C -0.1529 3.2695 -0.7336 0.09
O -0.2499 3.2741 -1.9478 -0.69
H -0.5280 6.5306 -0.1103 0.30
H -1.4868 5.6025 -1.2899 0.30
H 0.2478 5.7984 -1.5354 0.31
H -0.3118 5.4604 1.8008 0.33
H 0.0950 3.3773 3.1503 0.45
C 2.9911 -4.2627 0.1780 -1.15
C 1.7116 -4.9666 0.6201 -0.26
C 0.5796 -3.9957 0.7284 0.24
N 0.7369 -2.7361 0.9093 -0.13
N -0.4292 -2.0226 0.9653 -0.43
C -1.4930 -2.7598 0.7739 0.38
N -2.7416 -2.2438 0.7480 -0.44
S -1.1143 -4.4421 0.5990 -0.24
H 3.8266 -4.9606 0.1684 0.39
H 3.2266 -3.4309 0.8376 0.27
H 2.8719 -3.8420 -0.8195 0.28
H 1.8486 -5.4573 1.5878 0.27
H 1.4361 -5.7512 -0.0880 0.33
H -2.7742 -1.2620 0.4897 0.31
H -3.4828 -2.8156 0.3820 0.25
O -1.7698 0.0339 -0.7575 -0.61
C -1.4495 -0.4386 -1.8752 0.38
O -0.3214 -0.9714 -2.0576 -0.61
H -2.1388 -0.3759 -2.7302 0.45
```

Properties
calculated total energy = -43594.0906 eV
LUMO energy = 0.009 Eh


Record 2
A molecular structure, C13H19N7O4STl in a non-equilibrium geometry, computed with ωB97M-V/def2-TZVPD.

```
45
Properties=species:S:1:pos:R:3:mulliken_charge:R:1
Tl -1.4924 -5.6645 14.5240 1.30
N -1.9169 -4.8774 16.4428 -0.56
C -2.8143 -5.8151 17.2191 -0.65
C -2.4291 -7.2909 16.8268 -0.79
N -2.6821 -7.5576 15.3853 -0.52
H -0.9628 -4.8652 16.8729 0.41
H -2.2121 -3.9075 16.5032 0.34
H -3.7801 -5.6495 16.7870 0.34
H -2.8573 -5.6126 18.3058 0.45
H -3.0172 -7.9044 17.4624 0.54
H -1.3829 -7.4301 17.0748 0.40
H -3.6425 -7.6735 15.2272 0.24
H -2.1430 -8.4152 15.2370 0.29
O 2.3463 -6.1337 14.7750 -0.63
S 0.9937 -5.9958 15.0817 1.21
O 0.4383 -6.0308 16.4150 -0.70
O 0.1510 -7.0548 14.3161 -0.68
O 0.4369 -4.6238 14.5315 -0.66
C -1.8461 -2.4844 13.0071 -1.64
C -2.5876 -3.6197 12.4910 1.23
N -2.3384 -4.8861 12.7540 -0.14
C -3.1231 -5.7067 11.9105 -0.75
C -3.8473 -4.8694 11.1270 -0.16
N -3.5164 -3.5875 11.5011 0.26
C -4.1566 -2.3778 10.9433 -1.47
N -5.3071 -2.0069 11.6026 0.87
N -5.3441 -1.1411 12.6159 -0.54
N -6.4951 -1.2418 13.1936 -0.52
C -7.2351 -2.2818 12.5790 0.28
C -8.4982 -2.8296 12.8552 -0.69
C -8.9656 -3.6894 11.8815 -0.39
C -8.2579 -3.9483 10.6629 -0.70
C -6.9980 -3.4382 10.4873 -0.51
C -6.4932 -2.6501 11.4969 1.10
H -1.4464 -1.9670 12.1957 0.46
H -1.0249 -2.8225 13.5580 0.48
H -2.5070 -1.8237 13.6287 0.30
H -3.1355 -6.7753 11.7951 0.48
H -4.5498 -5.1596 10.3836 0.45
H -4.3932 -2.4841 9.8494 0.45
H -3.4702 -1.5916 11.1166 0.30
H -8.9758 -2.5790 13.8165 0.43
H -9.9171 -4.2515 12.1207 0.32
H -8.7058 -4.5442 9.8524 0.38
H -6.3885 -3.5393 9.5575 0.37
```

Properties
total charge = +1
calculated total energy = -47929.9569 eV
LUMO energy = -0.132 Eh


Record 3
C13H19NO4 in the gas phase, computed with ωB97M-V/def2-TZVPD.

```
37
Properties=species:S:1:pos:R:3:mulliken_charge:R:1
C 2.7514 -4.4016 -2.2645 -0.68
H 1.8779 -4.9704 -2.5903 0.29
H 3.1427 -3.8435 -3.1179 0.30
H 3.5115 -5.0656 -1.8608 0.23
O 2.3995 -3.5150 -1.2147 -0.30
C 1.4592 -2.6035 -1.5116 0.46
O 0.9365 -2.5299 -2.5983 -0.62
C 1.1462 -1.7146 -0.3708 -0.01
C 0.1644 -0.7489 -0.5547 -0.38
C -0.2002 0.1295 0.4608 -0.34
C 0.4726 0.0332 1.6945 1.46
C 1.4430 -0.9464 1.8660 -1.01
C 1.7889 -1.8223 0.8574 -0.77
H 2.5488 -2.5712 1.0080 0.48
H 1.9502 -1.0092 2.8183 0.40
C 0.2023 0.9758 2.8282 -1.36
H -0.0560 1.9649 2.4583 0.17
H 1.0822 1.0578 3.4623 0.48
H -0.6218 0.6221 3.4477 0.30
N -1.1812 1.1242 0.2810 0.43
C -2.4114 0.9883 1.0475 -0.84
H -2.2561 0.2631 1.8467 0.49
H -3.2147 0.6066 0.4024 0.42
C -2.8889 2.3112 1.6830 -0.49
O -3.2003 3.3216 0.7629 -0.56
H -2.3744 3.6717 0.3860 0.40
H -2.1446 2.6679 2.4074 0.22
H -3.8157 2.1026 2.2259 0.41
C -1.3639 1.6897 -1.0487 -1.01
H -2.3818 2.0752 -1.1188 0.53
C -0.3763 2.8513 -1.2297 -0.45
H -0.6187 3.4244 -2.1257 0.43
O -0.4601 3.7481 -0.1440 -0.64
H -0.2397 3.2351 0.6460 0.35
H 0.6466 2.4628 -1.3199 0.28
H -1.2234 0.9694 -1.8588 0.42
H -0.3151 -0.7258 -1.5205 0.51
```

Properties
calculated total energy = -23469.2853 eV
SMILES = COC(=O)c1ccc(C)c(N(CCO)CCO)c1
LUMO energy = 0.019 Eh


Record 4
A molecular structure, C13H20ClMnN3O2 in a non-equilibrium geometry, computed with ωB97M-V/def2-TZVPD.

```
40
Properties=species:S:1:pos:R:3:lowdin_spin:R:1
Cl 1.5301 1.8959 -1.8641 0.05
C -1.0985 -1.4003 -0.8459 -0.02
C -0.5507 -1.8028 0.4459 0.02
C 0.8801 -1.8105 0.3253 -0.02
H -1.1170 -2.0974 1.3277 0.01
C 1.2346 -1.4588 -1.0217 0.00
C 0.0146 -1.1843 -1.7373 -0.03
H -0.0341 -0.9463 -2.7975 0.00
H -2.1485 -1.3676 -1.1212 0.00
H 1.5988 -2.1520 1.0719 0.00
C 2.6015 -1.5331 -1.6059 0.00
Mn 0.0222 0.0809 -0.0885 2.80
C -1.5456 0.6324 0.6450 0.01
C -0.1758 1.5438 -1.3274 -0.03
O -2.6325 0.8304 1.0356 0.05
O -1.0969 2.2173 -1.7080 0.01
H 3.3629 -1.4594 -0.8202 0.00
H 2.7790 -0.7217 -2.3172 0.00
H 2.7494 -2.4836 -2.1400 0.00
C 3.0682 1.2802 3.2115 0.00
N 1.8807 2.1145 3.0882 0.04
C 1.8328 3.3082 3.9260 0.00
C 0.9688 1.8606 2.1387 0.01
N 1.1872 0.8808 1.2604 0.05
N -0.1829 2.6419 2.0863 0.01
C -1.0465 2.8026 3.2581 0.00
C -0.2523 3.7674 1.1478 0.00
H 3.6586 1.6763 4.0392 0.00
H 3.6809 1.3139 2.2980 0.00
H 2.7953 0.2379 3.4279 0.00
H 1.6213 4.2025 3.3237 0.00
H 1.0729 3.2135 4.7132 0.00
H 2.8134 3.4157 4.3947 0.00
H 2.1142 0.4664 1.3808 0.00
H -0.9423 3.8056 3.7007 0.00
H -2.0906 2.6857 2.9413 0.00
H -0.8295 2.0334 4.0095 0.00
H 0.5380 3.6916 0.3871 0.00
H -1.2301 3.7554 0.6475 0.00
H -0.1658 4.7261 1.6889 0.00
```

Properties
2S+1 = 4
total charge = +2
calculated total energy = -66194.9470 eV
LUMO energy (spin up / spin down) = -0.308 / -0.365 Eh


Record 5
A molecular structure, C13H20F2GeIrN3S2 in a non-equilibrium geometry, computed with ωB97M-V/def2-TZVPD.

```
42
Properties=species:S:1:pos:R:3:mulliken_charge:R:1
Ir -0.2405 0.4113 -0.7777 0.43
C -4.4038 3.1748 0.3469 -0.80
S -3.6992 3.6343 -1.2641 -0.05
C -2.2859 2.6026 -1.2619 0.48
S -2.5018 0.8779 -0.9670 -0.48
N -1.1350 3.1605 -1.4887 -1.28
N -0.0718 2.3429 -1.4405 0.68
C 1.1437 2.7645 -1.5240 -0.49
C 2.1954 1.7914 -1.3492 0.82
C 3.5464 2.1280 -1.3988 -0.94
C 4.5063 1.1482 -1.2498 -0.21
C 4.1061 -0.1684 -1.0682 -0.97
C 2.7526 -0.4395 -1.0072 0.17
N 1.8191 0.5004 -1.1245 -0.10
H -5.2950 3.7884 0.4559 0.34
H -3.6810 3.4020 1.1256 0.26
H -4.6636 2.1212 0.3562 0.30
H 1.3445 3.8162 -1.6975 0.40
H 3.8104 3.1644 -1.5583 0.38
H 5.5584 1.3973 -1.2674 0.43
H 4.8236 -0.9675 -0.9587 0.40
H 2.3905 -1.4421 -0.8216 0.44
C -0.6448 -4.5371 0.4465 -1.29
Ge -0.5995 -2.5795 0.7607 0.49
C 1.0718 -2.1851 1.7464 -1.18
C -2.2291 -2.1018 1.7595 -1.10
C -0.5630 -1.6545 -0.9801 -1.13
H -0.7171 -5.0660 1.3987 0.36
H 0.2604 -4.8722 -0.0596 0.36
H -1.5056 -4.8156 -0.1607 0.39
H 0.9338 -2.2403 2.8264 0.39
H 1.4292 -1.1843 1.5062 0.26
H 1.8506 -2.8969 1.4688 0.38
H -2.1081 -2.3099 2.8227 0.39
H -3.0704 -2.6858 1.3877 0.35
H -2.4653 -1.0455 1.6290 0.27
H -1.5082 -1.8426 -1.4964 0.53
H 0.2404 -2.0797 -1.5952 0.44
F -0.8666 2.1784 1.4311 -0.28
C -0.1463 1.0229 1.3188 0.11
F 1.1373 1.3567 1.6538 -0.26
H -0.5188 0.3300 2.0760 0.34
```

Properties
calculated total energy = -104735.0352 eV
LUMO energy = -0.054 Eh


Record 6
C13H20F5N3O3 in the gas phase in a non-equilibrium geometry, computed with ωB97M-V/def2-TZVPD.

```
44
Properties=species:S:1:pos:R:3:mulliken_charge:R:1
C 2.9479 -3.1736 0.3173 -0.98
C 2.6560 -1.8387 -0.6183 0.60
O 3.8866 -1.0290 -0.6410 -0.37
C 3.7285 0.1892 -1.4661 -0.56
C 2.6568 1.2844 -0.7958 -0.13
O 1.3033 1.0359 -1.3183 -0.28
C 0.2870 1.8357 -0.6142 -0.24
C -0.7380 2.2258 -1.8644 0.30
O -0.7454 3.2746 -2.6905 -0.56
N -1.7237 1.0432 -1.7571 -0.47
C -2.1632 1.1326 -0.2811 0.16
N -2.8424 2.5185 -0.2987 -0.55
N -3.3046 0.2587 0.1875 -0.51
C -3.0811 -1.0739 -0.0546 0.49
C -2.4809 -2.0652 1.1515 -0.80
C -3.4150 -1.8247 -1.4824 -0.97
C -0.7119 1.0855 0.4800 0.78
C -0.6114 1.5024 2.0628 0.56
F -1.7491 0.8408 2.8006 -0.30
F -0.7350 2.9899 2.2933 -0.30
C 0.7938 1.0594 2.8023 0.60
F 1.7634 2.1908 2.5535 -0.26
F 1.3678 -0.2184 2.3218 -0.19
F 0.5850 1.0069 4.2788 -0.25
H 3.0186 -4.1504 -0.3237 0.28
H 3.9915 -3.0201 0.8714 0.26
H 2.1441 -3.2408 1.1808 0.25
H 2.3118 -2.2061 -1.6854 0.27
H 1.7397 -1.2888 -0.1157 -0.47
H 4.7849 0.7381 -1.4371 0.28
H 3.4852 -0.0308 -2.6013 0.28
H 3.0109 2.3521 -1.1931 0.37
H 2.7520 1.2449 0.3707 0.12
H 0.8231 2.7384 -0.0854 0.52
H -1.1614 0.1541 -1.8849 0.38
H -2.6336 3.0457 0.5772 0.26
H -3.8650 2.3736 -0.4500 0.29
H -2.7828 -3.1991 0.9324 0.39
H -1.3143 -1.9855 1.2572 0.09
H -3.0214 -1.8099 2.1848 0.25
H -4.5971 -1.9810 -1.5070 0.30
H -3.1440 -1.0989 -2.3594 0.31
H -2.8777 -2.8638 -1.5129 0.31
H -0.3388 -0.0223 0.4147 -0.50
```

Properties
calculated total energy = -37994.2624 eV
SMILES = CCOCCO[C@H]1C(=O)N[C@@](N)(N=C(C)C)[C@@H]1C(F)(F)C(F)(F)F
LUMO energy = -0.037 Eh


> What is the calculated total energy in the first record?

-43594.0906 eV


> The lowest calculated total energy belongs to which entry?

C13H20F2GeIrN3S2